[1]
Density functional theory data (ωB97M-V with the def2-TZVPD basis set) for a cluster of 18 separate species, C42H127N7O25 in total.

Geometry (Å):
O -3.13 1.14 0.30
H -3.69 0.42 -0.01
H -3.49 1.37 1.15
O -4.09 1.71 2.80
H -3.54 1.54 3.57
H -4.63 2.46 3.05
O 2.21 3.95 -0.21
H 2.61 4.49 -0.89
H 2.77 3.18 -0.16
O -1.98 2.84 -1.68
H -1.66 2.09 -2.17
H -2.50 2.47 -0.97
O -0.31 2.40 5.35
H 0.04 2.69 4.51
H 0.08 1.53 5.48
O 0.27 1.02 0.83
H 0.48 0.37 0.15
H -0.68 0.99 0.90
O -0.06 5.66 2.73
H -0.04 5.24 1.87
H -0.96 5.55 3.03
O -0.05 -1.43 -0.93
H -0.58 -0.95 -1.56
H -0.37 -2.33 -0.97
O -0.25 4.61 0.16
H 0.67 4.47 -0.09
H -0.76 4.20 -0.53
O 0.91 2.71 2.88
H 0.81 2.00 2.24
H 1.25 3.45 2.38
O -3.00 1.83 5.58
H -2.16 2.22 5.35
H -2.97 1.72 6.53
C -2.25 -1.60 -5.81
O -1.45 -0.46 -6.22
C -1.87 0.84 -5.95
C -2.11 1.12 -4.36
N -0.98 0.78 -3.50
C 0.09 1.76 -3.70
C 1.14 1.27 -4.68
O 1.65 -0.08 -4.49
C 2.74 -0.34 -5.31
H -2.06 -2.47 -6.44
H -3.33 -1.50 -5.79
H -1.83 -1.78 -4.82
H -2.78 1.00 -6.53
H -1.19 1.58 -6.38
H -2.95 0.53 -4.01
H -2.33 2.19 -4.31
H -0.40 0.01 -3.81
H 0.54 2.00 -2.73
H -0.30 2.68 -4.13
H 1.84 2.09 -4.53
H 0.77 1.18 -5.70
H 3.15 -1.28 -4.94
H 3.51 0.41 -5.15
H 2.52 -0.53 -6.36
C 4.70 2.36 2.64
O 5.21 1.63 3.75
C 5.37 0.25 3.66
C 6.73 -0.05 3.13
N 7.40 -1.12 3.78
C 7.88 -2.16 2.90
C 8.93 -3.01 3.63
O 10.20 -2.23 3.91
C 11.42 -2.95 4.22
H 5.02 3.38 2.87
H 3.61 2.33 2.66
H 4.90 2.00 1.64
H 4.57 -0.24 3.10
H 5.27 -0.17 4.66
H 7.35 0.83 3.30
H 6.70 -0.17 2.05
H 8.18 -0.71 4.26
H 8.35 -1.70 2.03
H 7.09 -2.82 2.55
H 8.99 -3.90 3.00
H 8.59 -3.29 4.62
H 12.27 -2.35 3.91
H 11.38 -3.87 3.64
H 11.42 -3.00 5.31
C 7.39 3.72 -2.08
O 6.36 2.83 -2.30
C 5.13 3.47 -2.19
C 4.06 2.45 -2.26
N 3.85 1.73 -0.99
C 3.16 0.45 -1.22
C 3.26 -0.37 0.06
O 4.55 -0.77 0.41
C 5.22 -1.80 -0.45
H 7.42 4.54 -2.79
H 8.23 3.03 -2.08
H 7.27 4.15 -1.09
H 5.09 4.24 -2.96
H 5.22 3.99 -1.23
H 4.32 1.74 -3.04
H 3.17 3.05 -2.46
H 4.73 1.57 -0.53
H 3.54 -0.16 -2.04
H 2.09 0.52 -1.42
H 2.73 -1.32 0.00
H 2.85 0.26 0.84
H 5.34 -1.44 -1.48
H 4.61 -2.70 -0.36
H 6.18 -1.97 0.03
C -5.62 2.56 -3.93
O -5.25 1.24 -3.53
C -5.31 1.00 -2.13
C -4.93 -0.38 -1.73
N -5.21 -0.57 -0.30
C -5.60 -1.96 -0.07
C -6.25 -2.16 1.33
O -6.58 -3.54 1.53
C -6.75 -3.86 2.89
H -6.65 2.58 -3.60
H -5.81 2.75 -4.99
H -5.03 3.39 -3.54
H -6.27 1.30 -1.72
H -4.59 1.64 -1.62
H -3.91 -0.61 -2.06
H -5.51 -1.06 -2.36
H -6.06 -0.11 -0.01
H -4.76 -2.65 -0.17
H -6.34 -2.38 -0.76
H -7.13 -1.51 1.39
H -5.65 -1.65 2.08
H -7.59 -3.36 3.37
H -5.86 -3.58 3.45
H -6.80 -4.95 2.95
C 2.43 0.05 6.93
O 1.71 -0.06 5.73
C 2.25 -1.06 4.89
C 1.37 -1.19 3.60
N -0.01 -1.52 4.00
C -0.96 -1.34 2.94
C -2.06 -2.33 3.10
O -1.71 -3.61 2.59
C -0.84 -4.48 3.27
H 3.33 0.57 6.62
H 2.65 -0.88 7.45
H 2.03 0.82 7.60
H 2.10 -1.89 5.58
H 3.32 -0.96 4.74
H 1.71 -1.97 2.93
H 1.60 -0.34 2.96
H -0.28 -1.00 4.82
H -0.49 -1.43 1.96
H -1.45 -0.36 2.96
H -2.86 -2.02 2.42
H -2.61 -2.36 4.04
H -1.01 -4.46 4.34
H 0.18 -4.11 3.25
H -0.88 -5.54 3.01
C -7.44 3.08 6.59
O -6.90 3.87 5.47
C -7.59 3.66 4.23
C -6.87 4.56 3.18
N -5.44 4.21 3.01
C -4.86 4.64 1.70
C -3.30 4.80 1.78
O -2.99 5.67 2.87
C -3.63 6.91 2.75
H -7.52 2.03 6.30
H -8.46 3.30 6.89
H -6.73 3.16 7.41
H -8.62 4.01 4.20
H -7.57 2.62 3.93
H -6.86 5.55 3.63
H -7.40 4.55 2.23
H -4.87 4.69 3.70
H -5.24 5.63 1.45
H -5.18 3.83 1.04
H -3.07 5.11 0.76
H -2.86 3.82 1.93
H -3.66 7.22 1.70
H -3.09 7.70 3.27
H -4.65 6.91 3.13
C -1.41 -7.97 -9.97
O -1.13 -8.25 -8.59
C -0.33 -7.22 -7.97
C -0.48 -7.61 -6.54
N 0.42 -6.97 -5.60
C 0.36 -5.49 -5.78
C 1.49 -4.76 -5.09
O 1.09 -4.71 -3.72
C 1.72 -3.82 -2.84
H -1.49 -6.90 -10.12
H -2.39 -8.38 -10.21
H -0.71 -8.36 -10.72
H -0.77 -6.26 -8.27
H 0.67 -7.28 -8.38
H -0.38 -8.69 -6.46
H -1.50 -7.59 -6.15
H -0.12 -7.24 -4.79
H -0.61 -5.05 -5.54
H 0.40 -5.22 -6.83
H 1.46 -3.69 -5.30
H 2.49 -5.14 -5.30
H 1.39 -2.80 -3.03
H 2.80 -3.92 -2.78
H 1.19 -4.10 -1.93

**Calculated total energy**: -107219.4700 eV
**Highest occupied orbital energy**: -8.28 eV
**Lowest unoccupied orbital energy**: 0.36 eV
**Energy above the lowest of the compared OMol25 structures with the same formula, charge and spin**: 0.0 kcal/mol

[2]
Density functional theory data (ωB97M-V with the def2-TZVPD basis set) for a cluster of 5 separate species, H10O5 in total.

Geometry (Å):
O 1.02 -0.08 -0.62
H 0.10 -0.31 -0.41
H 1.44 -0.57 0.05
O -0.10 2.80 0.58
H -0.19 2.08 1.09
H -0.27 2.39 -0.27
O -4.05 -0.20 -1.07
H -3.95 0.73 -1.40
H -3.27 -0.58 -1.32
O -2.84 -1.31 1.19
H -2.58 -2.26 0.89
H -2.62 -1.09 2.10
O 5.83 -0.74 0.01
H 5.00 -0.64 -0.47
H 6.49 -0.23 -0.34

**Calculated total energy**: -10398.5723 eV
**Highest occupied orbital energy**: -11.31 eV
**Lowest unoccupied orbital energy**: 0.00 eV
**SMILES string**: O.O.O.O.O
**Energy above the lowest of the compared OMol25 structures with the same formula, charge and spin**: 52.5 kcal/mol

[3]
Density functional theory data (ωB97M-V with the def2-TZVPD basis set) for a cluster of 3 separate species, C4H16N2O2 in total.

Geometry (Å):
C 0.55 1.75 -1.85
C 1.04 0.37 -1.43
N -0.04 -0.28 -0.60
C 0.61 -1.43 0.01
C -0.02 -1.88 1.34
N 0.15 -0.76 2.28
H -0.51 1.60 -2.05
H 0.75 2.49 -1.08
H 1.00 2.21 -2.73
H 1.19 -0.28 -2.29
H 1.98 0.26 -0.88
H -0.40 0.46 0.00
H 0.77 -2.25 -0.69
H 1.67 -1.27 0.29
H 0.28 -2.81 1.85
H -1.07 -2.16 1.18
H -0.49 -0.82 3.06
H 1.08 -0.58 2.63
O -2.99 0.10 -1.37
H -3.23 -0.83 -1.38
H -2.04 0.09 -1.21
O 0.08 2.15 1.35
H -0.86 2.26 1.52
H 0.48 1.61 2.04

**Calculated total energy**: -11481.9170 eV
**Highest occupied orbital energy**: -9.00 eV
**Lowest unoccupied orbital energy**: 0.73 eV
**SMILES string**: CCNCCN.O.O
**Energy above the lowest of the compared OMol25 structures with the same formula, charge and spin**: 24.3 kcal/mol

[4]
Density functional theory data (ωB97M-V with the def2-TZVPD basis set) for the molecule C4H8O2.

Geometry (Å):
C -1.49 -0.55 -0.36
C -0.18 -0.01 -0.90
O 0.06 1.41 -0.77
C 0.92 1.21 0.35
C 0.99 -0.30 0.09
O 0.79 -1.16 1.18
H -1.77 -0.07 0.58
H -2.32 -0.46 -1.06
H -1.32 -1.61 -0.15
H -0.05 -0.30 -1.95
H 0.40 1.45 1.29
H 1.85 1.78 0.31
H 1.89 -0.65 -0.41
H 0.21 -0.73 1.81

**Calculated total energy**: -8371.3472 eV
**Highest occupied orbital energy**: -9.79 eV
**Lowest unoccupied orbital energy**: 0.89 eV
**SMILES string**: C[C@H]1OC[C@H]1O
**Energy above the lowest of the compared OMol25 structures with the same formula, charge and spin**: 44.6 kcal/mol

[5]
Density functional theory data (ωB97M-V with the def2-TZVPD basis set) for a structure of composition C23H29IrN5O2SSb2Se.

Geometry (Å):
Ir -0.45 -1.49 -0.66
C 4.23 1.96 -2.67
Sb 3.12 0.43 -1.66
C 1.66 0.37 -3.23
C 2.09 1.91 -0.21
C 1.02 2.48 -0.90
C 1.26 3.64 -1.70
C 0.38 4.36 -2.44
C -1.06 4.39 -2.44
C -1.87 3.74 -1.59
C -1.48 2.72 -0.59
C -2.60 2.22 0.26
Sb -2.80 -1.31 -1.77
C -3.08 0.63 -2.68
C -4.18 -1.04 -0.14
H 4.95 2.42 -2.00
H 3.56 2.72 -3.08
H 4.76 1.49 -3.49
H 1.27 1.37 -3.43
H 0.85 -0.31 -2.98
H 2.17 0.01 -4.12
H 2.93 2.58 -0.04
H 1.89 1.25 0.64
H 2.29 3.96 -1.75
H 0.84 5.11 -3.07
H -1.53 5.09 -3.11
H -2.92 4.02 -1.60
H -3.58 2.61 0.05
H -2.59 1.19 0.60
H -3.48 1.36 -1.99
H -3.80 0.48 -3.48
H -2.17 1.02 -3.13
H -4.66 -0.06 -0.21
H -3.65 -1.12 0.81
H -4.94 -1.81 -0.18
N 0.95 -6.28 4.82
C 0.99 -5.13 4.10
C -0.18 -4.42 3.81
C -0.15 -3.27 3.06
C 1.07 -2.82 2.57
C 2.26 -3.50 2.84
C 2.22 -4.65 3.59
S 1.20 -1.38 1.63
O 2.07 -0.40 2.23
O 1.61 -1.74 0.26
N -0.36 -0.87 1.43
C -0.33 0.48 1.02
N -0.18 1.49 1.95
C -0.64 2.66 1.86
C -1.64 3.17 0.90
C -0.32 1.80 -0.97
N -0.34 0.55 -0.26
H 0.11 -6.55 5.30
H 1.80 -6.71 5.13
H -1.13 -4.79 4.19
H -1.06 -2.73 2.84
H 3.20 -3.14 2.45
H 3.13 -5.20 3.80
H -0.27 3.38 2.59
H -1.97 4.19 1.05
H -0.47 1.56 -2.02
Se 0.50 -6.15 -0.52
C -0.07 -4.52 -0.76
N -0.46 -3.41 -0.92

**Calculated total energy**: -127951.2794 eV
**Highest occupied orbital energy**: -9.62 eV
**Lowest unoccupied orbital energy**: -5.19 eV
**Energy above the lowest of the compared OMol25 structures with the same formula, charge and spin**: 129.9 kcal/mol
**Total charge**: +1

[6]
Density functional theory data (ωB97M-V with the def2-TZVPD basis set) for the molecule C22H19ClN2O3S.

Geometry (Å):
O -1.37 4.86 1.65
O 0.19 3.70 2.76
Cl -0.65 0.16 7.89
O 1.36 -1.40 -5.43
S -1.23 -0.21 1.82
C -0.99 4.00 2.48
C -2.19 2.05 0.52
C -1.95 1.39 1.73
C -0.09 -0.97 5.61
C -0.29 -1.13 4.21
C -1.36 1.04 5.46
C 1.72 -0.40 -3.31
C -2.70 0.93 -1.59
C -0.68 0.07 6.17
C 0.84 -0.79 -4.32
C -0.90 -0.19 3.52
C -1.38 0.94 4.03
C -2.34 0.32 -2.78
C -0.49 -0.41 -4.14
C 1.38 0.16 -2.15
C -1.75 1.38 -0.74
C -0.94 0.15 -3.04
C 0.01 0.50 -1.99
N -2.02 1.90 3.08
N -0.43 1.17 -0.88
C 1.38 -2.92 -5.29
C -2.02 3.38 3.30
C 0.99 3.28 -0.64
C 0.57 1.92 -0.05
H -2.71 3.06 0.48
H 0.32 -1.73 6.29
H -0.07 -2.14 3.92
H -1.97 1.83 5.96
H 2.72 -0.71 -3.56
H -3.87 0.91 -1.41
H -3.05 0.09 -3.59
H -1.19 -0.67 -4.99
H 2.05 0.25 -1.36
H 0.37 -3.34 -5.38
H 1.93 -3.46 -6.11
H 2.00 -3.25 -4.35
H -2.97 3.85 3.11
H -1.74 3.71 4.38
H 1.17 3.23 -1.68
H 0.20 3.98 -0.55
H 1.86 3.57 -0.11
H 1.58 1.49 0.07
H 0.18 2.12 0.95

**Calculated total energy**: -55598.3230 eV
**Highest occupied orbital energy**: -7.41 eV
**Lowest unoccupied orbital energy**: -1.66 eV
**Energy above the lowest of the compared OMol25 structures with the same formula, charge and spin**: 131.2 kcal/mol

[7]
Density functional theory data (ωB97M-V with the def2-TZVPD basis set) for a structure of composition C26H48AlCl3N4O4Si.

Geometry (Å):
C 2.06 -1.71 -2.56
C 1.88 -0.77 -3.70
H 1.40 -2.58 -2.64
H 1.86 -1.20 -1.61
H 3.10 -2.07 -2.52
C 2.15 -1.14 -4.99
C 2.42 -2.52 -5.48
H 2.24 -0.40 -5.77
H 1.72 -3.27 -5.08
H 3.46 -2.87 -5.32
H 2.29 -2.49 -6.57
Al 0.60 0.75 0.33
Cl -0.99 2.11 0.82
Cl 2.36 1.61 -0.43
H -2.96 1.91 4.98
H -2.78 1.29 7.06
C -2.82 0.95 4.49
C -2.63 0.22 6.86
N -2.19 0.07 5.48
H -2.19 1.06 3.61
C -1.71 -1.14 5.07
O -1.53 -1.44 3.89
H -1.86 -0.16 7.55
H -1.49 -1.82 5.92
H -3.80 0.56 4.17
H -3.57 -0.31 7.07
H -1.23 -4.31 1.77
H -0.40 -3.29 -1.25
C -1.94 -3.51 1.58
C -1.42 -3.13 -0.88
N -1.40 -2.65 0.52
H -2.06 -2.89 2.48
C -0.70 -1.59 0.85
O -0.19 -0.82 -0.05
H -1.92 -2.42 -1.55
H -0.54 -1.44 1.93
H -2.89 -3.92 1.23
H -1.95 -4.08 -0.87
O 0.32 0.59 -2.43
C 1.41 0.64 -3.34
C 0.33 1.06 -5.59
C 1.16 1.54 -4.58
H -0.05 0.04 -5.52
C 0.01 1.86 -6.70
H 2.27 1.09 -2.79
C 1.79 2.79 -4.73
H -0.70 1.48 -7.43
C 0.60 3.12 -6.82
C 1.52 3.57 -5.86
H 2.49 3.14 -3.96
H 0.32 3.76 -7.65
H 2.01 4.54 -5.98
Si -1.56 0.68 -3.09
Cl -1.35 -1.28 -3.78
C -2.70 1.08 -4.64
C -1.24 2.62 -2.93
C -2.99 0.38 -1.86
H -2.91 2.16 -4.73
H -3.67 0.60 -4.44
H -2.34 0.70 -5.61
H -2.76 -0.42 -1.15
H -3.91 0.07 -2.39
H -3.23 1.30 -1.31
H -1.10 3.09 -3.91
H -0.34 2.80 -2.34
H -2.07 3.13 -2.42
C 1.95 2.52 3.21
N 1.75 1.32 4.00
C 2.04 1.39 5.42
C 1.40 0.22 6.10
C 1.92 -1.05 5.48
N 1.79 -1.00 4.02
C 1.88 -2.27 3.31
C 1.59 0.15 3.34
O 1.24 0.13 2.09
H 2.07 3.38 3.87
H 2.85 2.42 2.58
H 1.08 2.71 2.56
H 3.12 1.44 5.65
H 1.63 2.33 5.80
H 0.31 0.29 6.00
H 1.61 0.24 7.17
H 1.38 -1.94 5.85
H 2.98 -1.16 5.76
H 2.48 -2.98 3.91
H 0.89 -2.71 3.16
H 2.38 -2.14 2.34

**Calculated total energy**: -93939.7511 eV
**Highest occupied orbital energy**: -6.47 eV
**Lowest unoccupied orbital energy**: -0.26 eV

[8]
Density functional theory data (ωB97M-V with the def2-TZVPD basis set) for a cluster of 2 separate species, C3H12NO2 in total.

Geometry (Å):
C -0.41 0.37 -1.13
C -0.05 -1.00 -0.68
C -1.07 -2.02 -1.00
O 0.54 -0.84 0.65
N 0.92 1.06 -1.29
H -0.96 0.87 -0.20
H -1.10 0.27 -1.98
H 0.80 -1.23 -1.30
H -1.60 -1.76 -1.95
H -0.62 -2.98 -1.14
H -1.87 -2.17 -0.37
H 0.37 -1.65 1.17
H 1.47 0.75 -0.56
H 1.39 0.72 -2.16
H 0.85 2.13 -1.54
H 0.97 3.04 4.27
H -0.30 2.34 4.73
O 0.67 2.11 4.47

**Calculated total energy**: -8882.7699 eV
**Highest occupied orbital energy**: -13.76 eV
**Lowest unoccupied orbital energy**: -3.65 eV
**Energy above the lowest of the compared OMol25 structures with the same formula, charge and spin**: 48.5 kcal/mol
**Total charge**: +1

[9]
Density functional theory data (ωB97M-V with the def2-TZVPD basis set) for a cluster of 2 separate species, FH3N2OS in total.

Geometry (Å):
N 0.90 -0.91 1.54
N 0.14 -0.05 -0.78
O 0.42 -2.54 -0.41
F -2.51 -0.85 0.45
S 0.06 -1.33 0.30
H 1.52 -1.68 1.81
H -0.49 0.76 -0.44
H 0.17 -0.22 -1.81

**Calculated total energy**: -18623.9530 eV
**Highest occupied orbital energy (spin up / spin down)**: -10.87 / -10.88 eV
**Lowest unoccupied orbital energy (spin up / spin down)**: -3.49 / -3.49 eV
**Energy above the lowest of the compared OMol25 structures with the same formula, charge and spin**: 79.0 kcal/mol

Question: The highest calculated total energy belongs to which entry?
Answer: C4H8O2